{"formula": "C24H19BaN6OSe", "method": "ωB97M-V with the def2-TZVPD basis set", "homo_lumo_gap_ha": 0.222, "de_lowest_ev": 0.2645, "total_charge": 1, "energy_ev": -102220.4512, "e_homo_ha": -0.3670, "elements": ["C", "O", "H", "C", "C", "H", "N", "C", "N", "H", "N", "Se", "C", "H", "H", "N", "C", "C", "H", "H", "C", "H", "H", "H", "H", "H", "C", "H", "C", "C", "C", "C", "C", "H", "C", "N", "H", "Ba", "C", "H", "C", "C", "C", "H", "C", "H", "C", "C", "N", "H", "C", "C"], "xyz": [[-3.5041, 2.1579, -2.7646], [1.7959, -3.3957, -0.5111], [3.0779, -5.3312, 0.7445], [1.6893, -4.6220, -0.6794], [4.3327, 0.3172, 2.3802], [4.1159, -0.1068, 5.7259], [-7.9445, 3.9576, -3.2312], [-6.9761, 3.4707, -2.8517], [0.2381, 1.4529, -0.5827], [3.6682, -5.3107, -0.9136], [-1.2697, -1.0708, -0.0213], [4.8517, 0.7876, -0.0394], [-5.7643, 2.8600, -2.3766], [-4.3162, -0.8516, -1.3292], [6.4100, 0.7917, 5.6238], [6.1364, 1.1608, 1.1253], [2.8060, -5.5414, -0.2882], [3.7722, -0.0316, 3.6463], [-3.7006, -3.2896, -0.3899], [-0.1669, -4.5358, -1.4912], [-2.1679, 1.0421, -0.9727], [-1.8848, 3.8932, -1.3786], [2.7638, -0.4183, 3.7145], [-6.5475, 2.4951, -0.4133], [-1.1942, -3.0858, 0.5974], [2.5575, -6.5943, -0.3952], [-4.6701, 2.7407, -3.2301], [0.4963, -6.1358, -1.3637], [-2.2695, -0.3193, -0.6258], [-3.0775, -2.4108, -0.3884], [-3.3941, -1.1504, -0.8585], [-5.6933, 2.3913, -1.0674], [5.8626, 0.6714, 4.6992], [0.6404, 4.7118, -1.0094], [-1.7712, -2.3023, 0.1149], [3.7213, 0.2046, 1.2112], [7.4348, 1.4184, 3.4645], [1.3166, -0.8678, 0.0488], [-3.4269, 1.6774, -1.4597], [-2.6485, 2.0674, -3.4210], [0.9893, 2.5491, -0.6030], [4.5253, 0.1462, 4.7569], [0.2568, 3.7080, -0.9372], [-4.7367, 3.1043, -4.2458], [6.4333, 1.0171, 3.5241], [-4.4701, 1.4228, 0.3968], [5.6760, 0.8481, 2.3204], [-1.0334, 3.2807, -1.1316], [0.5894, -5.1457, -1.2193], [2.0490, 2.5043, -0.3729], [-1.0500, 1.8733, -0.9130], [-4.5285, 1.7940, -0.6181]], "lowdin_charge": [-0.0127, -0.2545, 0.0966, -0.5664, -0.3867, 0.1152, 0.1694, -0.1764, -0.1689, 0.1011, -0.1907, 1.1206, -0.2220, 0.1152, 0.1145, -0.2030, 0.0179, -0.0267, 0.0961, 0.1206, -0.0364, 0.1172, 0.1095, 0.1252, 0.0900, 0.0869, -0.0060, 0.1239, -0.2784, -0.0759, -0.0198, -0.0053, -0.0496, 0.1005, -0.2298, -0.4134, 0.1237, 1.8947, -0.1992, 0.1288, -0.1975, -0.0475, -0.0620, 0.1248, -0.0046, 0.1304, -0.3777, -0.0121, 0.2092, 0.0754, -0.2734, -0.0108]}